96
Properties=species:S:1:pos:R:3 method="wB97M-V/def2-TZVPD" total_energy_ha=-2117.84794 smiles="CCOC(C)=O.CCOC(C)=O.CCOC(C)=O.CC#N.CC#N.CC#N.CC#N.CC#N.CC#N.CC#N.CC#N.CC#N"
O 1.083 2.749 0.356
C 0.877 3.009 1.568
O 1.458 2.370 2.599
C 2.468 1.379 2.231
C 2.011 0.062 2.906
C -0.029 4.089 1.980
H 3.332 1.711 2.714
H 2.537 1.218 1.179
H 2.013 -0.026 4.012
H 2.753 -0.704 2.522
H 0.980 -0.204 2.683
H -0.820 3.750 2.620
H -0.450 4.639 1.063
H 0.567 4.900 2.474
O -3.207 2.579 3.648
C -2.800 1.570 4.085
O -3.578 0.526 4.542
C -5.014 0.731 4.545
C -5.694 -0.586 4.833
C -1.410 1.208 4.355
H -5.342 1.242 3.583
H -5.277 1.523 5.303
H -6.758 -0.367 5.004
H -5.383 -0.942 5.815
H -5.645 -1.379 3.996
H -0.910 2.114 4.440
H -1.103 0.776 3.410
H -1.191 0.426 5.013
O -0.903 -0.938 0.116
C 0.104 -1.522 -0.169
O 0.916 -1.116 -1.135
C 0.965 0.191 -1.626
C 1.875 0.170 -2.903
C 0.397 -2.844 0.453
H 1.324 0.972 -0.925
H -0.044 0.460 -1.901
H 1.705 0.972 -3.574
H 1.675 -0.819 -3.400
H 2.877 0.238 -2.584
H -0.531 -3.253 0.780
H 1.047 -2.599 1.271
H 1.002 -3.552 -0.155
C -2.431 -5.054 3.878
C -1.531 -4.042 4.365
N -0.875 -3.201 4.839
H -1.966 -6.052 3.874
H -2.900 -4.854 2.902
H -3.235 -5.054 4.707
C -1.861 -1.899 -3.169
C -0.814 -2.334 -4.073
N 0.034 -2.542 -4.800
H -1.686 -2.095 -2.147
H -2.867 -2.424 -3.326
H -2.070 -0.878 -3.337
C 2.111 5.262 -2.898
C 2.549 4.127 -3.766
N 2.779 3.234 -4.438
H 1.076 5.444 -3.139
H 2.797 6.088 -3.064
H 2.128 4.945 -1.860
C 4.708 3.513 0.839
C 4.747 3.025 -0.469
N 4.722 2.627 -1.585
H 3.707 3.949 1.082
H 5.547 4.229 1.047
H 4.841 2.773 1.524
C -2.146 2.384 -0.542
C -3.070 1.529 -1.272
N -3.846 0.957 -1.931
H -2.725 3.252 -0.154
H -1.396 2.790 -1.229
H -1.556 1.873 0.264
C 0.865 0.615 -6.240
C -0.071 1.027 -5.249
N -0.882 1.247 -4.448
H 0.368 0.813 -7.184
H 0.988 -0.437 -6.140
H 1.789 1.207 -6.144
C 3.106 -4.676 -4.736
C 2.860 -4.509 -3.327
N 2.687 -4.220 -2.210
H 4.033 -4.315 -5.071
H 2.301 -4.111 -5.198
H 3.048 -5.749 -4.902
C -4.740 -1.665 0.714
C -4.635 -2.949 0.067
N -4.522 -4.024 -0.397
H -5.694 -1.166 0.610
H -4.020 -0.967 0.345
H -4.638 -1.918 1.734
C 3.916 -2.095 -0.587
C 4.486 -0.979 0.168
N 4.924 -0.054 0.702
H 4.557 -2.904 -0.858
H 3.450 -1.822 -1.517
H 3.179 -2.647 0.023